Entry 1:
Density functional theory data (ωB97M-V with the def2-TZVPD basis set) for a molecular structure, C10H8Br2O at a distorted geometry.

Each line ends with the natural charge from an NBO analysis.
Element x y z (Å)
C: -2.740 -1.471 -0.424  -0.15
C: -2.756 -0.117 -0.838  -0.21
C: -1.644 -1.956 0.256  -0.23
C: -1.698 0.647 -0.630  -0.17
C: -0.522 -1.206 0.376  -0.15
C: -0.496 0.143 -0.104  -0.12
C: 0.919 2.204 -0.511  0.33
C: 1.886 0.394 0.990  -0.54
C: 0.657 0.926 0.110  0.04
C: 3.243 -0.197 0.533  -0.24
O: 0.105 3.066 -0.795  -0.52
Br: 3.294 -1.875 -0.428  0.07
Br: 4.538 0.928 0.141  0.20
H: -3.467 -2.110 -0.661  0.20
H: -3.680 0.236 -1.292  0.22
H: -1.653 -2.956 0.568  0.21
H: -1.702 1.609 -1.039  0.24
H: 0.310 -1.580 1.021  0.20
H: 1.992 2.465 -0.410  0.11
H: 2.104 1.292 1.626  0.25
H: 1.309 -0.444 1.513  0.24

The largest force on an atom is 0.0764 hartree/bohr. The calculation puts the total energy at -5608.97188 Ha. The value obtained for the energy relative to the best compared isomer or geometry (same formula, charge and spin) is 86.2 kcal per mole. The value obtained for the HOMO energy (spin up / spin down) is -8.00 / -8.28 eV. Its multiplicity is 1. The value obtained for the LUMO energy (spin up / spin down) is -0.7 / -1.7 eV. As for the net charge: 0. The calculation puts the orbital gap (spin up / spin down) at 7.254 / 6.621 eV.

Entry 2:
Density functional theory data (ωB97M-V with the def2-TZVPD basis set) for a molecular structure, C10H8ClF6N3O7S3W at a distorted geometry.

Each line ends with the natural charge from an NBO analysis.
Element x y z (Å)
W: 0.648 0.090 -0.557  2.04
F: 1.252 2.726 4.079  -0.26
C: 0.467 1.831 3.531  0.79
F: -0.670 1.724 4.171  -0.26
F: 1.075 0.651 3.474  -0.30
S: 0.074 2.434 1.789  2.22
O: -0.252 1.193 0.972  -0.99
O: -0.987 3.351 1.902  -0.79
N: 1.389 3.038 1.180  -1.16
S: 2.637 2.204 0.797  2.15
O: 3.384 1.559 1.814  -0.82
O: 2.253 1.175 -0.332  -0.86
C: 3.666 3.451 -0.182  0.84
F: 4.710 2.793 -0.621  -0.26
F: 3.994 4.387 0.665  -0.25
F: 2.930 3.906 -1.162  -0.26
N: 2.102 -3.283 2.800  -0.71
C: 1.005 -2.917 2.178  0.43
N: -0.147 -3.532 2.333  -0.72
S: 1.156 -1.549 1.116  -0.13
H: 2.109 -4.064 3.443  0.44
H: 2.973 -2.797 2.647  0.45
H: -0.236 -4.344 2.931  0.44
H: -0.976 -3.214 1.860  0.44
Cl: -4.580 -3.642 -3.097  0.11
C: -3.625 -2.232 -2.957  0.01
C: -2.564 -2.220 -2.049  -0.25
C: -1.802 -1.078 -1.956  -0.03
C: -2.058 0.051 -2.723  -0.26
C: -3.124 0.015 -3.624  -0.09
C: -3.904 -1.119 -3.740  -0.20
C: -1.290 1.298 -2.671  0.81
O: -1.402 2.299 -3.258  -0.39
O: -0.213 1.226 -1.655  -0.62
H: -2.352 -3.099 -1.459  0.24
H: -0.950 -1.189 -1.249  0.10
H: -3.328 0.889 -4.228  0.26
H: -4.729 -1.149 -4.437  0.27
O: 1.365 -0.865 -1.726  -0.43

The largest force on an atom is 0.0401 hartree/bohr. The calculation puts the total energy at -3397.24271 Ha. The value obtained for the energy relative to the best compared isomer or geometry (same formula, charge and spin) is 70.1 kcal per mole. The value obtained for the HOMO energy is -15.23 eV. Its multiplicity is 1. The value obtained for the LUMO energy is -9.1 eV. As for the net charge: +2. The calculation puts the orbital gap at 6.110 eV.

Which value of energy relative to the best compared isomer or geometry (same formula, charge and spin) does entry 2 give?
70.1 kcal per mole

Please write out number 2 again, unchanged.
Density functional theory data (ωB97M-V with the def2-TZVPD basis set) for a molecular structure, C10H8ClF6N3O7S3W at a distorted geometry.

Each line ends with the natural charge from an NBO analysis.
Element x y z (Å)
W: 0.648 0.090 -0.557  2.04
F: 1.252 2.726 4.079  -0.26
C: 0.467 1.831 3.531  0.79
F: -0.670 1.724 4.171  -0.26
F: 1.075 0.651 3.474  -0.30
S: 0.074 2.434 1.789  2.22
O: -0.252 1.193 0.972  -0.99
O: -0.987 3.351 1.902  -0.79
N: 1.389 3.038 1.180  -1.16
S: 2.637 2.204 0.797  2.15
O: 3.384 1.559 1.814  -0.82
O: 2.253 1.175 -0.332  -0.86
C: 3.666 3.451 -0.182  0.84
F: 4.710 2.793 -0.621  -0.26
F: 3.994 4.387 0.665  -0.25
F: 2.930 3.906 -1.162  -0.26
N: 2.102 -3.283 2.800  -0.71
C: 1.005 -2.917 2.178  0.43
N: -0.147 -3.532 2.333  -0.72
S: 1.156 -1.549 1.116  -0.13
H: 2.109 -4.064 3.443  0.44
H: 2.973 -2.797 2.647  0.45
H: -0.236 -4.344 2.931  0.44
H: -0.976 -3.214 1.860  0.44
Cl: -4.580 -3.642 -3.097  0.11
C: -3.625 -2.232 -2.957  0.01
C: -2.564 -2.220 -2.049  -0.25
C: -1.802 -1.078 -1.956  -0.03
C: -2.058 0.051 -2.723  -0.26
C: -3.124 0.015 -3.624  -0.09
C: -3.904 -1.119 -3.740  -0.20
C: -1.290 1.298 -2.671  0.81
O: -1.402 2.299 -3.258  -0.39
O: -0.213 1.226 -1.655  -0.62
H: -2.352 -3.099 -1.459  0.24
H: -0.950 -1.189 -1.249  0.10
H: -3.328 0.889 -4.228  0.26
H: -4.729 -1.149 -4.437  0.27
O: 1.365 -0.865 -1.726  -0.43

The largest force on an atom is 0.0401 hartree/bohr. The calculation puts the total energy at -3397.24271 Ha. The value obtained for the energy relative to the best compared isomer or geometry (same formula, charge and spin) is 70.1 kcal per mole. The value obtained for the HOMO energy is -15.23 eV. Its multiplicity is 1. The value obtained for the LUMO energy is -9.1 eV. As for the net charge: +2. The calculation puts the orbital gap at 6.110 eV.

Which value of multiplicity does entry 2 give?
1